(1)
C20H24N2O6S in the gas phase. Source: the OMol25 dataset; level of theory: wB97M-V/def2-TZVPD.

The net charge is 0. Its structure (SMILES) is C=CCN(Cc1nc(-c2cc(OC)c3c(c2)OCO3)oc1C)[C@H]1CCS(=O)(=O)C1.

Last columns: bonded neighbours and bond lengths (Å).
Cartesian coordinates (Å):
1 C 6.655 2.255 0.976  C2 1.240, H30 0.985, H31 1.256
2 C 5.462 2.280 0.642  C1 1.240, C3 1.475, H32 1.169
3 C 4.809 1.726 -0.559  C2 1.475, N4 1.602, H33 1.061, H34 1.153
4 N 3.515 0.875 -0.150  C3 1.602, C5 1.438, C23 1.488
5 C 2.626 0.726 -1.271  N4 1.438, C6 1.650, H35 0.910, H36 1.327
6 C 1.130 1.180 -0.743  C5 1.650, N7 1.396, C21 1.298
7 N 0.002 0.371 -0.596  C6 1.396, C8 1.277
8 C -0.939 1.211 -0.394  N7 1.277, C9 1.414, O20 1.319
9 C -2.306 0.862 -0.483  C8 1.414, C10 1.509, C16 1.364
10 C -2.561 -0.623 -0.408  C9 1.509, C11 1.546, H37 0.852
11 C -3.941 -1.294 -0.219  C10 1.546, O12 1.201, C14 1.624
12 O -4.131 -2.427 -0.570  C11 1.201, C13 1.540
13 C -5.471 -2.915 0.011  O12 1.540, H38 1.136, H39 1.013, H40 1.083
14 C -4.861 0.005 0.100  C11 1.624, C15 1.206, O19 1.498
15 C -4.626 1.149 0.399  C14 1.206, C16 1.482, O17 1.296
16 C -3.234 1.608 0.183  C9 1.364, C15 1.482, H41 1.210
17 O -5.687 1.886 0.503  C15 1.296, C18 1.333
18 C -6.694 1.037 0.702  O17 1.333, O19 1.558, H42 1.119, H43 1.138
19 O -6.274 -0.423 0.355  C14 1.498, C18 1.558
20 O -0.682 2.483 -0.161  C8 1.319, C21 1.493
21 C 0.720 2.409 -0.670  C6 1.298, O20 1.493, C22 1.436
22 C 1.403 3.659 -0.486  C21 1.436, H44 1.089, H45 1.140, H46 1.277
23 C 3.784 -0.364 0.627  N4 1.488, C24 1.572, C29 1.346, H47 1.273
24 C 2.545 -0.812 1.484  C23 1.572, C25 1.407, H48 1.164, H49 1.242
25 C 1.622 -1.599 0.771  C24 1.407, S26 1.889, H50 0.882, H51 1.312
26 S 2.932 -2.597 -0.154  C25 1.889, O27 1.344, O28 1.358, C29 1.777
27 O 2.662 -2.788 -1.456  S26 1.344
28 O 3.262 -3.639 0.651  S26 1.358
29 C 4.306 -1.520 0.176  C23 1.346, S26 1.777, H52 1.151, H53 1.277
30 H 7.064 2.804 1.685  C1 0.985
31 H 7.477 1.787 0.149  C1 1.256
32 H 4.660 2.871 1.253  C2 1.169
33 H 5.409 1.095 -1.167  C3 1.061
34 H 4.199 2.492 -1.169  C3 1.153
35 H 2.940 1.016 -2.074  C5 0.910
36 H 2.581 -0.594 -1.395  C5 1.327
37 H -2.022 -1.283 -0.437  C10 0.852
38 H -5.413 -3.960 -0.431  C13 1.136
39 H -5.970 -2.640 0.849  C13 1.013
40 H -6.072 -2.556 -0.816  C13 1.083
41 H -3.008 2.797 0.185  C16 1.210
42 H -7.199 0.933 1.695  C18 1.119
43 H -7.455 1.490 -0.013  C18 1.138
44 H 1.818 3.840 -1.476  C22 1.089
45 H 0.731 4.542 -0.226  C22 1.140
46 H 2.511 3.547 0.140  C22 1.277
47 H 4.448 0.176 1.569  C23 1.273
48 H 2.903 -0.944 2.584  C24 1.164
49 H 1.900 0.231 1.677  C24 1.242
50 H 0.936 -1.320 0.292  C25 0.882
51 H 1.279 -2.555 1.601  C25 1.312
52 H 5.011 -2.040 0.922  C29 1.151
53 H 4.750 -1.222 -0.984  C29 1.277

=====

(2)
A 4-piece molecular cluster, C20H24N2O9S overall. Source: the OMol25 dataset; level of theory: wB97M-V/def2-TZVPD.

The net charge is 0. Its structure (SMILES) is SCCCc1cnc2ccccc2n1.O=C1OCCO1.O=C1OCCO1.O=C1OCCO1.

Last columns: bonded neighbours and bond lengths (Å).
Cartesian coordinates (Å):
1 S -1.667 5.116 4.029  C2 1.887, H15 1.388
2 C -2.827 5.177 2.541  S1 1.887, C3 1.612, H16 1.146, H17 1.157
3 C -3.911 3.999 2.723  C2 1.612, C4 1.605, H18 1.161, H19 1.152
4 C -3.880 2.866 1.585  C3 1.605, C5 1.604, H20 1.156, H21 1.144
5 C -2.501 2.053 1.491  C4 1.604, C6 1.558, N14 1.429
6 C -2.493 0.521 1.775  C5 1.558, N7 1.430, H22 1.157
7 N -1.369 -0.359 1.699  C6 1.430, C8 1.441
8 C -0.204 0.417 1.356  N7 1.441, C9 1.590, C13 1.550
9 C 1.166 -0.379 1.225  C8 1.590, C10 1.562, H23 1.147
10 C 2.514 0.334 0.884  C9 1.562, C11 1.591, H24 1.144
11 C 2.572 1.906 0.650  C10 1.591, C12 1.552, H25 1.146
12 C 1.218 2.658 0.741  C11 1.552, C13 1.586, H26 1.150
13 C -0.155 1.942 1.085  C8 1.550, C12 1.586, N14 1.440
14 N -1.326 2.780 1.128  C5 1.429, C13 1.440
15 H -1.061 3.869 4.093  S1 1.388
16 H -2.250 5.148 1.551  C2 1.146
17 H -3.340 6.214 2.586  C2 1.157
18 H -4.954 4.502 2.653  C3 1.161
19 H -3.845 3.592 3.798  C3 1.152
20 H -4.722 2.106 1.806  C4 1.156
21 H -4.105 3.299 0.551  C4 1.144
22 H -3.505 0.040 2.061  C6 1.157
23 H 1.237 -1.511 1.391  C9 1.147
24 H 3.483 -0.270 0.817  C10 1.144
25 H 3.570 2.425 0.431  C11 1.146
26 H 1.249 3.796 0.573  C12 1.150
27 O -1.582 0.217 -4.914  C28 1.198
28 C -2.083 0.270 -3.827  O27 1.198, O29 1.360, O32 1.364
29 O -2.280 1.420 -3.127  C28 1.360, C30 1.421
30 C -3.093 1.095 -2.008  O29 1.421, C31 1.498, H33 1.091, H34 1.094
31 C -2.838 -0.369 -1.817  C30 1.498, O32 1.423, H35 1.094, H36 1.091
32 O -2.529 -0.816 -3.133  C28 1.364, C31 1.423
33 H -2.807 1.685 -1.135  C30 1.091
34 H -4.137 1.309 -2.256  C30 1.094
35 H -1.979 -0.563 -1.167  C31 1.094
36 H -3.708 -0.897 -1.422  C31 1.091
37 O 1.884 -2.977 -0.036  C38 1.201
38 C 1.063 -3.143 -0.897  O37 1.201, O39 1.358, O42 1.361
39 O -0.272 -2.972 -0.721  C38 1.358, C40 1.421
40 C -0.874 -3.036 -2.007  O39 1.421, C41 1.497, H43 1.091, H44 1.090
41 C 0.116 -3.829 -2.805  C40 1.497, O42 1.422, H45 1.094, H46 1.091
42 O 1.351 -3.526 -2.170  C38 1.361, C41 1.422
43 H -1.850 -3.520 -1.955  C40 1.091
44 H -1.000 -2.023 -2.387  C40 1.090
45 H -0.061 -4.906 -2.740  C41 1.094
46 H 0.135 -3.535 -3.855  C41 1.091
47 O 7.601 -2.437 1.711  C48 1.199
48 C 6.780 -2.784 0.909  O47 1.199, O49 1.363, O52 1.361
49 O 6.749 -2.369 -0.388  C48 1.363, C50 1.421
50 C 5.784 -3.166 -1.059  O49 1.421, C51 1.498, H53 1.091, H54 1.094
51 C 4.889 -3.620 0.053  C50 1.498, O52 1.422, H55 1.092, H56 1.091
52 O 5.759 -3.642 1.177  C48 1.361, C51 1.422
53 H 5.251 -2.582 -1.811  C50 1.091
54 H 6.295 -3.999 -1.552  C50 1.094
55 H 4.077 -2.917 0.248  C51 1.092
56 H 4.465 -4.609 -0.130  C51 1.091

=====

(3)
C20H24N4O3S in the gas phase. Source: the OMol25 dataset; level of theory: wB97M-V/def2-TZVPD.

The net charge is 0. Its structure (SMILES) is CCCCCCn1c(SCC(=O)c2ccccc2)nc2c1c(=O)[nH]c(=O)n2C.

Last columns: bonded neighbours and bond lengths (Å).
Cartesian coordinates (Å):
1 C 2.885 1.894 6.041  C2 1.524, H29 1.087, H30 1.088, H31 1.088
2 C 2.272 1.251 4.802  C1 1.524, C3 1.527, H32 1.091, H33 1.093
3 C 0.760 1.086 4.948  C2 1.527, C4 1.528, H34 1.092, H35 1.093
4 C 0.086 0.543 3.689  C3 1.528, C5 1.527, H36 1.093, H37 1.093
5 C 0.453 -0.910 3.397  C4 1.527, C6 1.530, H38 1.091, H39 1.090
6 C -0.315 -1.473 2.200  C5 1.530, N7 1.439, H40 1.093, H41 1.094
7 N -0.035 -0.728 1.000  C6 1.439, C8 1.345, C21 1.384
8 C -0.799 0.212 0.415  N7 1.345, S9 1.727, N19 1.323
9 S -2.391 0.649 0.920  C8 1.727, C10 1.818
10 C -2.699 1.911 -0.352  S9 1.818, C11 1.527, H42 1.091, H43 1.091
11 C -2.194 1.569 -1.752  C10 1.527, O12 1.209, C13 1.482
12 O -1.712 2.447 -2.430  C11 1.209
13 C -2.454 0.207 -2.274  C11 1.482, C14 1.395, C18 1.393
14 C -1.661 -0.242 -3.330  C13 1.395, C15 1.380, H44 1.079
15 C -1.837 -1.507 -3.852  C14 1.380, C16 1.386, H45 1.080
16 C -2.820 -2.337 -3.337  C15 1.386, C17 1.385, H46 1.080
17 C -3.633 -1.889 -2.309  C16 1.385, C18 1.383, H47 1.080
18 C -3.454 -0.625 -1.775  C13 1.393, C17 1.383, H48 1.079
19 N -0.232 0.769 -0.643  C8 1.323, C20 1.349
20 C 0.971 0.170 -0.750  N19 1.349, C21 1.389, N27 1.357
21 C 1.135 -0.768 0.263  N7 1.384, C20 1.389, C22 1.431
22 C 2.325 -1.551 0.387  C21 1.431, O23 1.213, N24 1.396
23 O 2.599 -2.392 1.217  C22 1.213
24 N 3.217 -1.217 -0.634  C22 1.396, C25 1.385, H49 1.014
25 C 3.100 -0.291 -1.657  N24 1.385, O26 1.208, N27 1.379
26 O 3.982 -0.122 -2.465  C25 1.208
27 N 1.919 0.419 -1.689  C20 1.357, C25 1.379, C28 1.448
28 C 1.726 1.425 -2.714  N27 1.448, H50 1.090, H51 1.087, H52 1.090
29 H 3.960 2.002 5.923  C1 1.087
30 H 2.696 1.282 6.920  C1 1.088
31 H 2.457 2.879 6.212  C1 1.088
32 H 2.737 0.277 4.639  C2 1.091
33 H 2.483 1.873 3.929  C2 1.093
34 H 0.548 0.420 5.788  C3 1.092
35 H 0.325 2.061 5.182  C3 1.093
36 H 0.366 1.172 2.840  C4 1.093
37 H -0.999 0.613 3.808  C4 1.093
38 H 0.222 -1.528 4.266  C5 1.091
39 H 1.520 -1.003 3.193  C5 1.090
40 H -0.014 -2.510 2.031  C6 1.093
41 H -1.394 -1.424 2.373  C6 1.094
42 H -3.781 2.051 -0.377  C10 1.091
43 H -2.225 2.840 -0.034  C10 1.091
44 H -0.907 0.423 -3.723  C14 1.079
45 H -1.211 -1.848 -4.664  C15 1.080
46 H -2.960 -3.328 -3.743  C16 1.080
47 H -4.412 -2.527 -1.919  C17 1.080
48 H -4.110 -0.290 -0.986  C18 1.079
49 H 4.095 -1.724 -0.631  N24 1.014
50 H 2.534 2.154 -2.665  C28 1.090
51 H 0.768 1.909 -2.541  C28 1.087
52 H 1.746 0.956 -3.698  C28 1.090

=====

Energy relative to the best compared isomer or geometry (same formula, charge and spin) per entry: 22.839, 6.413, 0.121 eV
F_max per entry: 18.93, 6.11, 1.48 eV Å⁻¹